Entry 1:
{
  "formula": "C48H117N11O6",
  "method": "wB97M-V/def2-TZVPD",
  "symbols": ["C", "C", "N", "C", "C", "C", "C", "H", "H", "H", "H", "H", "H", "H", "H", "H", "H", "H", "H", "H", "H", "H", "C", "C", "N", "C", "C", "C", "C", "H", "H", "H", "H", "H", "H", "H", "H", "H", "H", "H", "H", "H", "H", "H", "C", "C", "N", "C", "C", "C", "C", "H", "H", "H", "H", "H", "H", "H", "H", "H", "H", "H", "H", "H", "H", "H", "C", "C", "N", "C", "C", "C", "C", "H", "H", "H", "H", "H", "H", "H", "H", "H", "H", "H", "H", "H", "H", "H", "C", "C", "N", "C", "C", "C", "C", "H", "H", "H", "H", "H", "H", "H", "H", "H", "H", "H", "H", "H", "H", "H", "C", "N", "C", "C", "O", "H", "H", "H", "H", "H", "H", "H", "C", "N", "C", "C", "O", "H", "H", "H", "H", "H", "H", "H", "C", "N", "C", "C", "O", "H", "H", "H", "H", "H", "H", "H", "C", "N", "C", "C", "O", "H", "H", "H", "H", "H", "H", "H", "C", "N", "C", "C", "O", "H", "H", "H", "H", "H", "H", "H", "C", "N", "C", "C", "O", "H", "H", "H", "H", "H", "H", "H"],
  "xyz": [[-8.513, 2.882, 18.598], [-8.595, 4.292, 18.023], [-8.341, 4.366, 16.601], [-7.102, 3.739, 16.147], [-5.849, 4.410, 16.726], [-8.604, 5.642, 15.953], [-10.090, 5.997, 15.975], [-9.028, 2.136, 17.996], [-8.980, 2.862, 19.588], [-7.490, 2.590, 18.848], [-9.613, 4.654, 18.176], [-7.962, 4.990, 18.594], [-7.026, 2.659, 16.304], [-7.104, 3.806, 15.056], [-4.960, 3.855, 16.418], [-5.699, 5.410, 16.314], [-5.852, 4.493, 17.812], [-8.329, 5.474, 14.911], [-8.016, 6.472, 16.368], [-10.481, 6.213, 16.968], [-10.745, 5.267, 15.500], [-10.202, 6.892, 15.354], [-1.056, 4.627, 16.255], [-1.282, 6.073, 16.693], [-2.446, 6.165, 17.584], [-2.115, 5.739, 18.935], [-3.413, 5.451, 19.697], [-3.017, 7.519, 17.536], [-3.587, 8.000, 16.205], [-0.453, 4.590, 15.345], [-2.002, 4.178, 15.942], [-0.647, 4.026, 17.066], [-0.364, 6.484, 17.132], [-1.533, 6.646, 15.803], [-1.510, 4.831, 18.912], [-1.475, 6.421, 19.518], [-3.997, 4.766, 19.077], [-3.240, 4.840, 20.589], [-3.975, 6.332, 19.990], [-2.243, 8.228, 17.869], [-3.833, 7.599, 18.253], [-2.855, 8.070, 15.402], [-3.936, 9.014, 16.408], [-4.440, 7.390, 15.910], [-8.785, -0.415, 12.623], [-7.502, -0.300, 11.799], [-6.404, 0.382, 12.482], [-6.158, -0.170, 13.795], [-5.204, 0.629, 14.694], [-5.199, 0.297, 11.651], [-5.365, 1.024, 10.320], [-8.629, -1.085, 13.468], [-9.598, -0.801, 12.009], [-9.085, 0.536, 13.068], [-7.197, -1.345, 11.616], [-7.777, 0.168, 10.857], [-7.030, -0.251, 14.445], [-5.771, -1.203, 13.745], [-5.179, 0.152, 15.671], [-4.203, 0.632, 14.258], [-5.522, 1.673, 14.701], [-5.010, -0.768, 11.442], [-4.339, 0.733, 12.158], [-5.825, 1.997, 10.497], [-5.969, 0.456, 9.615], [-4.391, 1.180, 9.856], [-9.744, -1.368, 23.847], [-8.872, -2.407, 23.144], [-7.524, -1.933, 22.822], [-7.530, -0.868, 21.814], [-8.140, -1.163, 20.458], [-6.736, -3.088, 22.390], [-5.261, -2.824, 22.202], [-10.754, -1.743, 24.016], [-9.880, -0.539, 23.145], [-9.318, -0.982, 24.770], [-8.816, -3.242, 23.845], [-9.318, -2.770, 22.209], [-6.474, -0.618, 21.695], [-7.971, 0.047, 22.214], [-9.150, -1.565, 20.379], [-7.470, -1.749, 19.827], [-8.188, -0.224, 19.894], [-6.844, -3.890, 23.122], [-7.180, -3.498, 21.466], [-4.806, -2.515, 23.146], [-4.707, -3.715, 21.900], [-5.015, -2.088, 21.432], [-4.046, -6.901, 15.724], [-4.051, -5.383, 15.894], [-5.107, -4.954, 16.801], [-6.501, -5.262, 16.453], [-6.930, -4.722, 15.070], [-4.896, -3.514, 16.999], [-5.732, -2.904, 18.123], [-5.010, -7.196, 15.301], [-3.982, -7.441, 16.673], [-3.243, -7.325, 15.121], [-3.091, -5.134, 16.349], [-4.116, -4.934, 14.895], [-6.585, -6.349, 16.396], [-7.107, -4.987, 17.312], [-6.838, -3.644, 14.949], [-6.321, -5.184, 14.291], [-7.945, -5.065, 14.869], [-5.135, -2.869, 16.144], [-3.871, -3.390, 17.341], [-5.585, -3.452, 19.059], [-6.792, -2.925, 17.863], [-5.461, -1.870, 18.347], [4.198, 2.284, 19.025], [3.243, 1.209, 18.848], [1.998, 1.444, 18.396], [1.060, 0.268, 18.257], [1.579, 2.556, 18.083], [3.784, 3.232, 18.702], [5.133, 2.030, 18.524], [4.475, 2.419, 20.074], [3.382, 0.312, 19.277], [1.329, -0.109, 17.267], [0.067, 0.705, 18.291], [1.226, -0.504, 19.008], [0.444, -1.987, 14.566], [0.335, -0.557, 14.742], [-0.772, 0.082, 15.168], [-0.642, 1.540, 15.523], [-1.854, -0.475, 15.338], [1.290, -2.313, 15.176], [0.632, -2.338, 13.551], [-0.446, -2.500, 14.922], [1.133, -0.009, 14.473], [-1.075, 2.198, 14.767], [0.397, 1.866, 15.599], [-1.138, 1.825, 16.445], [-1.132, 2.237, 20.859], [-2.042, 1.395, 21.620], [-2.105, 1.424, 22.956], [-3.086, 0.470, 23.599], [-1.289, 2.021, 23.656], [-0.120, 1.817, 20.909], [-1.114, 3.233, 21.294], [-1.394, 2.130, 19.807], [-2.705, 0.831, 21.077], [-2.595, -0.466, 23.874], [-3.956, 0.258, 22.978], [-3.398, 0.861, 24.568], [-0.772, -2.805, 23.200], [0.420, -3.476, 22.662], [0.430, -4.682, 22.050], [1.781, -5.146, 21.529], [-0.586, -5.328, 21.855], [-0.702, -1.759, 22.897], [-0.794, -2.875, 24.283], [-1.630, -3.223, 22.682], [1.338, -3.092, 22.812], [1.731, -6.043, 20.924], [2.475, -5.332, 22.351], [2.175, -4.314, 20.940], [-3.283, -5.486, 20.218], [-4.586, -5.860, 19.704], [-5.503, -6.573, 20.376], [-6.769, -6.874, 19.599], [-5.345, -6.904, 21.544], [-2.750, -6.304, 20.695], [-3.395, -4.649, 20.913], [-2.686, -5.105, 19.387], [-4.774, -5.574, 18.739], [-7.205, -5.903, 19.347], [-7.460, -7.404, 20.250], [-6.663, -7.434, 18.671], [-3.651, 1.794, 17.878], [-3.005, 0.485, 17.851], [-3.058, -0.412, 18.853], [-2.303, -1.698, 18.644], [-3.555, -0.173, 19.951], [-2.881, 2.503, 17.570], [-3.909, 2.084, 18.897], [-4.557, 1.859, 17.281], [-2.596, 0.262, 16.945], [-1.493, -1.649, 19.371], [-1.830, -1.836, 17.672], [-2.973, -2.517, 18.889]],
  "e_tot_ha": -2952.85398,
  "largest_force_ev_per_a": 1.7,
  "lumo_energy_ha": -0.0028,
  "mol_weight_g_mol": 944.54,
  "smiles": "CCN(CC)CC.CCN(CC)CC.CCN(CC)CC.CCN(CC)CC.CCN(CC)CC.CNC(C)=O.CNC(C)=O.CNC(C)=O.CNC(C)=O.CNC(C)=O.CNC(C)=O",
  "e_above_lowest_kj_mol": 132.8
}

---

Entry 2:
{
  "formula": "C48H120AsF6N6O6",
  "method": "wB97M-V/def2-TZVPD",
  "symbols": ["C", "C", "N", "C", "C", "C", "C", "C", "O", "C", "H", "H", "H", "H", "H", "H", "H", "H", "H", "H", "H", "H", "H", "H", "H", "H", "H", "H", "H", "H", "C", "C", "N", "C", "C", "C", "C", "C", "O", "C", "H", "H", "H", "H", "H", "H", "H", "H", "H", "H", "H", "H", "H", "H", "H", "H", "H", "H", "H", "H", "C", "C", "N", "C", "C", "C", "C", "C", "O", "C", "H", "H", "H", "H", "H", "H", "H", "H", "H", "H", "H", "H", "H", "H", "H", "H", "H", "H", "H", "H", "C", "C", "N", "C", "C", "C", "C", "C", "O", "C", "H", "H", "H", "H", "H", "H", "H", "H", "H", "H", "H", "H", "H", "H", "H", "H", "H", "H", "H", "H", "C", "C", "N", "C", "C", "C", "C", "C", "O", "C", "H", "H", "H", "H", "H", "H", "H", "H", "H", "H", "H", "H", "H", "H", "H", "H", "H", "H", "H", "H", "C", "C", "N", "C", "C", "C", "C", "C", "O", "C", "H", "H", "H", "H", "H", "H", "H", "H", "H", "H", "H", "H", "H", "H", "H", "H", "H", "H", "H", "H", "As", "F", "F", "F", "F", "F", "F"],
  "xyz": [[-0.293, 6.294, -2.946], [0.522, 5.616, -1.868], [2.075, 5.528, -2.136], [2.747, 6.927, -2.081], [2.643, 4.719, -0.947], [4.206, 4.546, -0.940], [2.499, 4.843, -3.483], [1.980, 3.387, -3.702], [0.536, 3.385, -3.979], [0.181, 2.012, -4.348], [0.055, 7.319, -3.076], [-1.325, 6.555, -2.710], [-0.329, 5.833, -3.934], [0.070, 4.624, -1.837], [0.437, 6.111, -0.901], [3.826, 6.780, -2.107], [2.395, 7.375, -1.152], [2.519, 7.522, -2.966], [2.037, 3.813, -0.955], [2.401, 5.212, -0.006], [4.491, 3.815, -0.184], [4.620, 5.475, -0.548], [4.650, 4.215, -1.878], [3.585, 4.934, -3.464], [2.157, 5.427, -4.337], [2.214, 2.718, -2.875], [2.549, 2.981, -4.538], [-0.657, 1.639, -3.759], [1.057, 1.374, -4.230], [-0.015, 2.018, -5.420], [8.070, -3.684, -3.653], [6.715, -3.602, -2.748], [6.867, -3.450, -1.204], [7.785, -4.549, -0.586], [7.417, -2.041, -0.803], [7.819, -1.889, 0.713], [5.526, -3.720, -0.521], [4.211, -3.152, -1.206], [4.382, -1.672, -1.010], [3.384, -0.914, -1.657], [8.600, -4.635, -3.718], [8.835, -3.006, -3.273], [7.923, -3.452, -4.707], [6.326, -4.608, -2.902], [6.116, -2.778, -3.134], [7.459, -4.708, 0.442], [8.838, -4.268, -0.559], [7.723, -5.525, -1.067], [6.627, -1.350, -1.095], [8.250, -1.708, -1.424], [8.843, -2.097, 1.023], [7.236, -2.461, 1.434], [7.796, -0.819, 0.916], [5.555, -3.283, 0.477], [5.373, -4.771, -0.276], [3.339, -3.550, -0.687], [4.145, -3.420, -2.260], [2.565, -1.185, -0.990], [3.144, -1.142, -2.695], [3.556, 0.162, -1.705], [-9.095, 2.854, 0.883], [-8.683, 1.978, -0.383], [-8.527, 2.923, -1.652], [-8.201, 1.947, -2.829], [-9.908, 3.547, -2.079], [-11.048, 2.607, -2.164], [-7.563, 4.125, -1.568], [-6.034, 3.715, -1.525], [-5.749, 2.666, -0.539], [-4.545, 1.995, -0.802], [-9.170, 2.412, 1.876], [-10.074, 3.303, 0.712], [-8.390, 3.683, 0.936], [-9.431, 1.213, -0.594], [-7.746, 1.440, -0.237], [-8.882, 1.098, -2.889], [-7.186, 1.756, -2.481], [-8.178, 2.497, -3.769], [-9.749, 4.101, -3.004], [-10.185, 4.295, -1.336], [-11.070, 1.650, -2.685], [-11.871, 3.132, -2.648], [-11.495, 2.567, -1.171], [-7.900, 4.897, -0.876], [-7.692, 4.533, -2.571], [-5.550, 4.639, -1.210], [-5.757, 3.490, -2.555], [-4.665, 1.143, -1.472], [-4.210, 1.571, 0.144], [-3.687, 2.587, -1.121], [-3.307, -1.382, 6.602], [-2.111, -2.244, 6.091], [-2.234, -2.624, 4.617], [-0.883, -3.280, 4.127], [-3.482, -3.613, 4.387], [-3.557, -4.272, 2.994], [-2.564, -1.355, 3.746], [-1.510, -0.239, 3.708], [-1.707, 0.482, 4.927], [-0.948, 1.660, 5.007], [-4.268, -1.895, 6.624], [-3.468, -0.467, 6.031], [-3.154, -1.049, 7.629], [-2.015, -3.227, 6.552], [-1.217, -1.637, 6.234], [-0.658, -4.208, 4.654], [-0.037, -2.598, 4.212], [-0.999, -3.377, 3.048], [-4.304, -2.929, 4.599], [-3.309, -4.446, 5.068], [-4.300, -5.067, 3.067], [-2.602, -4.704, 2.695], [-3.782, -3.573, 2.188], [-3.516, -0.908, 4.032], [-2.736, -1.746, 2.743], [-1.727, 0.256, 2.761], [-0.517, -0.678, 3.607], [-1.362, 2.263, 5.815], [-0.978, 2.133, 4.025], [0.105, 1.505, 5.240], [-1.563, -1.034, -4.223], [-1.032, -2.056, -3.198], [-1.871, -3.373, -3.017], [-1.055, -4.323, -2.090], [-3.220, -2.891, -2.376], [-3.263, -2.587, -0.889], [-2.147, -4.034, -4.362], [-2.981, -5.338, -4.351], [-2.230, -6.500, -3.907], [-2.875, -7.717, -3.916], [-0.721, -0.398, -4.497], [-2.309, -0.326, -3.862], [-1.963, -1.361, -5.183], [-0.894, -1.610, -2.213], [-0.047, -2.439, -3.464], [-0.021, -4.493, -2.388], [-1.668, -5.224, -2.070], [-0.943, -3.938, -1.077], [-3.981, -3.672, -2.393], [-3.609, -2.159, -3.084], [-3.115, -3.511, -0.330], [-4.196, -2.167, -0.514], [-2.526, -1.885, -0.502], [-1.255, -4.009, -4.989], [-2.884, -3.357, -4.794], [-3.050, -5.594, -5.409], [-3.969, -5.305, -3.892], [-2.234, -8.559, -3.656], [-3.477, -7.969, -4.789], [-3.636, -7.707, -3.136], [2.835, -1.291, 2.853], [3.070, 0.096, 3.522], [4.293, 0.881, 3.062], [4.225, 1.266, 1.575], [4.426, 2.266, 3.777], [3.402, 3.412, 3.513], [5.504, -0.004, 3.178], [5.763, -0.492, 4.707], [6.203, 0.677, 5.350], [6.498, 0.513, 6.668], [3.347, -2.031, 3.468], [3.040, -1.188, 1.788], [1.817, -1.669, 2.947], [3.075, 0.136, 4.611], [2.228, 0.740, 3.268], [3.224, 1.648, 1.373], [4.297, 0.450, 0.856], [4.992, 1.976, 1.265], [5.438, 2.631, 3.601], [4.379, 2.049, 4.844], [2.334, 3.207, 3.582], [3.648, 3.982, 2.617], [3.392, 4.219, 4.245], [6.309, 0.548, 2.693], [5.368, -0.925, 2.612], [6.646, -1.129, 4.751], [4.969, -0.983, 5.270], [5.521, 0.353, 7.124], [6.933, 1.413, 7.103], [7.206, -0.280, 6.909], [-0.123, 0.855, 0.073], [-0.299, 0.570, -1.696], [-1.882, 0.703, 0.348], [0.256, 1.182, 1.832], [1.631, 1.090, -0.384], [-0.344, 2.652, -0.210], [0.249, -0.854, 0.241]],
  "e_tot_ha": -5513.90940,
  "charge": 5,
  "largest_force_ev_per_a": 3.2,
  "lumo_energy_ha": -0.3317,
  "mol_weight_g_mol": 1066.43,
  "e_above_lowest_kj_mol": 609.7
}